Formula: C44H24CuI4N4Te
Source: the Open Molecules 2025 dataset
Level of theory: wB97M-V/def2-TZVPD

Output
Max |F|   0.979 eV/A
Net charge   -2
LUMO (alpha / beta)   3.01 / 3.01 eV
Energy   -5009.53070 hartree
Frontier orbital gap (alpha / beta)   3.57 / 3.56 eV
2S+1   2

```
78
Properties=species:S:1:pos:R:3:forces:R:3
C -1.4795 4.5112 1.3240 -0.0134 0.0687 0.0132
H -7.0950 -0.7686 -3.1180 0.0076 0.0362 0.0205
C 3.0218 -0.3461 0.0410 0.2181 -0.3693 -0.2903
C 1.4347 -4.5680 -0.8090 0.0230 -0.1774 -0.1318
C -6.6706 -2.5273 -0.2480 -0.0223 0.0027 -0.0312
C 1.3734 -4.4738 -2.2010 -0.0034 -0.0148 0.0240
C 2.3013 1.9386 0.6685 0.6985 -0.5040 -0.1630
C 0.3332 2.9034 0.9126 -0.5838 -0.0944 -0.0604
H -0.4107 5.5091 -0.2374 -0.0090 -0.0070 -0.0093
I -2.9213 9.0152 2.6407 0.0777 -0.2846 -0.0795
C -3.4054 2.5181 0.4119 0.1564 0.0624 0.1217
H 1.9615 -5.8408 0.8203 -0.0514 0.0800 0.0289
C -7.2847 -1.9949 -1.3681 -0.3551 -0.0807 -0.0250
C 1.3276 3.8293 1.4030 0.5138 0.0378 -0.0051
H -5.0705 1.2313 -0.2231 0.0058 -0.0296 0.0054
H -3.8648 3.4719 0.6134 -0.0170 0.0083 -0.0273
N 0.9466 1.7536 0.4908 -0.4281 -0.3086 0.1015
H -4.8517 -2.5932 0.8846 0.0005 0.0153 0.0110
H 1.0179 -3.5543 -2.6508 0.0003 0.0093 0.0169
C -1.0625 5.6435 0.6167 -0.0592 -0.0578 0.0463
I -9.3188 -2.4460 -1.7436 0.2800 0.0357 0.0265
C -2.3352 4.7076 2.4126 0.0426 -0.0042 -0.0602
H -4.7434 -0.1770 -2.6271 0.0123 0.0222 0.0325
H 1.1142 4.7952 1.8319 0.0532 -0.0095 0.0309
C -0.3926 -3.0182 -0.2395 -0.4395 0.5476 -0.6817
N -0.9463 -1.7932 -0.1805 0.5966 -0.1413 -0.1685
C 2.0094 -2.2787 -0.1518 0.2981 0.0284 -0.0193
H 1.6909 -5.4359 -4.0935 0.0013 -0.0086 0.0060
C -5.2866 -0.8304 -1.9560 0.0984 -0.0237 -0.0027
H -1.1436 7.7782 0.4054 0.0156 0.0109 0.0342
C -2.5358 -3.3268 -0.8333 0.1751 -0.1026 0.0337
C 6.9187 1.0945 1.4427 0.0483 0.0163 0.0085
C -1.3687 -3.9921 -0.6651 -0.2665 0.0347 -0.1636
C 7.3502 2.2482 0.8066 0.2960 0.0942 0.0268
C 2.5347 3.2368 1.2522 -0.3165 0.3800 0.0925
C -1.0304 3.1618 0.9262 0.6202 -0.0255 0.0964
C 4.6976 1.4261 0.5080 0.3151 0.1271 0.0240
H -3.3956 6.1042 3.6494 -0.0033 0.0118 -0.0127
C -4.0191 1.3711 -0.0274 0.0976 -0.1564 -0.0813
H 3.4922 3.6265 1.5564 0.0248 -0.0021 -0.0222
C -3.0051 0.3899 -0.1626 -0.4687 0.1246 0.0524
C 5.6046 0.6900 1.2833 -0.1175 0.0536 -0.0228
C 3.2903 1.0139 0.3863 -0.7325 0.4295 0.1759
C -4.6375 -1.3343 -0.8297 -0.2559 -0.0955 0.0427
N 1.8099 -0.9850 0.2045 -0.2983 0.2565 -0.1125
C -2.2868 -1.9539 -0.4920 -0.6043 0.2106 -0.2348
C -1.4668 6.9196 0.9791 0.0003 0.0227 -0.0033
C 1.7541 -5.5261 -3.0173 -0.0385 0.0772 -0.0753
C 6.4975 2.9866 0.0075 0.1115 0.0452 -0.0060
C -2.3049 7.0696 2.0698 -0.0911 0.3784 0.0600
C -3.2422 -0.9578 -0.5017 0.5803 -0.2433 0.0841
H -3.4827 -3.7308 -1.1530 -0.0005 -0.0166 0.0095
H -7.2111 -3.1861 0.4180 0.0056 0.0104 0.0079
C 2.3050 -6.8169 -1.0561 -0.0142 0.0554 -0.0318
C 3.3228 -2.4777 -0.5852 -0.1031 -0.0778 0.0564
C -2.7477 5.9753 2.7924 -0.0337 -0.0325 0.0538
H 3.7560 -3.4084 -0.9155 -0.0284 -0.0105 0.0029
C -5.3500 -2.1925 0.0109 0.0888 0.0760 -0.0196
C -6.6068 -1.1556 -2.2336 -0.0016 -0.0169 -0.0370
C 2.2165 -6.6898 -2.4278 0.1300 -0.3389 -0.1526
Cu 0.0088 -0.0332 0.2121 0.1210 0.0350 0.0770
H 2.6703 -7.7275 -0.6005 0.0046 -0.0105 -0.0259
C 1.0107 -3.3612 -0.0005 -0.3590 0.0725 0.3731
H 5.2542 -0.2058 1.7785 -0.0179 -0.0133 -0.0015
H 4.9830 -1.0114 -0.7359 0.0325 -0.0353 0.0511
H -1.1760 -5.0411 -0.8165 0.0320 -0.0055 0.0657
H 6.8558 3.8667 -0.5106 -0.0305 0.0115 0.0227
N -1.7899 0.9219 0.1950 0.3642 0.1472 0.1556
C -2.0224 2.2178 0.5534 -0.3609 -0.1942 -0.3411
I 9.3514 2.8907 1.0635 -0.2650 -0.0966 -0.0513
C 5.1827 2.5706 -0.1375 -0.1055 -0.1821 0.0120
H 4.5134 3.1323 -0.7759 -0.0305 0.0013 0.0089
H 7.5983 0.5238 2.0616 -0.0269 -0.0093 0.0084
H -2.6694 3.8431 2.9723 -0.0026 -0.0032 -0.0016
C 3.9660 -1.2498 -0.4661 -0.0479 0.2573 0.0711
I 2.7978 -8.3163 -3.6575 -0.0763 0.2154 0.1479
C 1.9086 -5.7493 -0.2572 0.0437 0.0152 0.0759
Te 0.4483 -3.8110 2.0990 0.4882 -0.3413 0.7358
```
Positions in Å, forces in eV/Å.

Atomic partial charges in e from the Mulliken method, atoms 1 to 6: number 1, C, carries -0.24; number 2, H, carries 0.36; number 3, C, carries 0.41; number 4, C, carries 0.00; number 5, C, carries -0.70; number 6, C, carries 0.44